(1)
{"formula": "C3H17NO5", "method": "wB97M-V/def2-TZVPD", "fmax_ev_per_a": 5.7, "homo_ev": [-14.15, -14.15], "multiplicity": 2, "gap_ev": [10.1, 6.4], "charge": 1, "symbols": ["C", "C", "C", "N", "H", "H", "H", "H", "H", "H", "H", "H", "H", "O", "H", "H", "O", "H", "H", "O", "H", "H", "O", "H", "H", "O"], "positions_angstrom": [[-0.6316, 2.9039, 1.0198], [0.4146, 2.0296, 0.5265], [1.2091, 1.2375, 1.3192], [0.7156, 1.9682, -0.8801], [-0.7826, 2.8940, 2.1613], [-1.7522, 2.7805, 0.7965], [-0.4644, 3.9684, 0.8189], [1.9018, 0.5623, 1.0557], [0.9980, 1.5347, 2.3807], [0.0493, 2.4994, -1.3765], [0.8930, 1.1076, -1.3392], [-1.4027, -1.6685, -0.4373], [-2.2148, -0.3222, -0.3895], [-1.4044, -0.6979, -0.7422], [2.5518, -0.7189, -2.6538], [1.1767, -1.1788, -1.9175], [1.7984, -0.4993, -2.0194], [-0.1638, -3.0325, -0.9247], [1.2249, -3.3653, -0.7093], [0.5709, -3.2543, -1.4268], [-2.3039, -1.2062, 2.4406], [-2.0462, 0.2112, 1.8759], [-2.7100, -0.4246, 1.9034], [0.5395, -0.7320, 0.0543], [0.8819, -1.5709, 1.4006], [0.4892, -1.6947, 0.5015]], "forces_ev_per_angstrom": [[-2.860, 1.767, 2.757], [1.342, -1.377, -5.169], [-3.048, 3.307, 3.465], [-2.367, 1.177, 4.869], [1.045, -0.236, -1.453], [1.784, -0.545, -0.844], [0.265, -0.149, -0.284], [2.488, -2.095, -1.155], [0.776, -1.111, -0.758], [-0.597, 1.019, -1.087], [1.482, -1.609, -0.602], [-0.297, 2.571, -0.489], [-0.316, -0.265, 0.097], [0.015, -1.614, -0.030], [-1.963, 0.037, 1.342], [-1.056, -2.475, -0.405], [2.746, 2.379, -0.841], [-2.212, 0.394, 1.118], [-0.221, -0.003, -0.761], [2.602, -0.938, -1.233], [-1.172, 2.141, -1.465], [1.889, 1.691, 0.081], [-0.769, -3.814, 1.461], [-0.452, -3.563, 1.509], [-0.431, -0.286, -0.995], [1.327, 3.599, 0.875]], "mulliken_charge": [-1.4176, 1.2427, -1.4032, -0.1495, 0.3928, 0.3494, 0.4080, 0.7580, 0.2380, 0.3347, 0.2542, 0.3393, 0.2908, -0.5819, 0.2927, 0.3875, -0.6613, 0.2959, 0.3331, -0.6297, 0.3432, 0.2656, -0.6144, 0.3117, 0.2678, -0.6480]}


(2)
{"formula": "C8H6FeN2O4S", "method": "wB97M-V/def2-TZVPD", "fmax_ev_per_a": 9.9, "homo_ev": [-20.70, -22.69], "multiplicity": 6, "gap_ev": [8.7, 7.1], "charge": 3, "symbols": ["Fe", "O", "C", "C", "O", "C", "O", "C", "O", "C", "N", "C", "C", "N", "C", "S", "H", "H", "H", "H", "H", "H"], "positions_angstrom": [[0.0000, 0.0000, 0.0000], [-1.7149, -0.6809, 2.3144], [-1.0476, -0.4160, 1.4139], [-0.7378, 0.2325, -1.6344], [-1.2077, 0.3805, -2.6754], [1.7854, 0.1837, 0.2198], [2.9224, 0.3010, 0.3599], [0.2241, -1.7621, -0.3521], [0.3660, -2.8795, -0.5756], [1.1196, 5.1300, 0.5251], [-0.0415, 4.3618, 0.9697], [-0.9700, 4.7579, 1.8615], [-1.9167, 3.7585, 1.9676], [-1.5755, 2.7505, 1.1409], [-0.4241, 3.1322, 0.5594], [0.3877, 2.2776, -0.5651], [2.0526, 4.5737, 0.7527], [1.0551, 5.2992, -0.5719], [1.1546, 6.1188, 1.0298], [-0.9670, 5.7068, 2.3828], [-2.7996, 3.7736, 2.5918], [-2.1119, 1.8719, 0.9869]], "forces_ev_per_angstrom": [[-0.517, 2.507, 1.803], [2.521, 0.894, -3.440], [-5.050, -1.682, 6.837], [-4.405, 0.813, -8.848], [1.813, -0.594, 3.868], [9.650, 0.682, 1.516], [-4.384, -0.466, -0.621], [0.980, -9.657, -1.958], [-0.442, 4.057, 0.784], [1.236, 0.609, -0.686], [-1.308, 0.779, 1.342], [0.849, 0.897, -0.137], [-1.610, -0.659, 0.613], [-1.069, 0.426, 1.305], [0.854, -0.898, -1.501], [1.172, 1.747, -1.282], [-0.604, 0.298, -0.069], [-0.040, -0.144, 0.675], [-0.236, -0.770, -0.196], [0.157, 0.033, -0.050], [-0.091, -0.127, -0.034], [0.526, 1.256, 0.081]], "mulliken_charge": [0.2486, -0.0235, 0.2721, 0.3701, -0.0356, 0.4548, -0.0385, 0.3070, -0.0127, -0.7171, 0.1781, 0.1201, -0.4027, 0.0837, 0.2128, -0.2519, 0.3560, 0.3731, 0.3189, 0.4757, 0.4728, 0.2382]}